# 1
95
Properties=species:S:1:pos:R:3:forces:R:3:lowdin_charge:R:1 method="wB97M-V/def2-TZVPD" charge=+1 fmax_ev_per_a=4.20 energy_ha=-1897.47242 spin_multiplicity=1 e_above_lowest_kcal_mol=12.1
Al 4.788 1.130 0.494 -0.90 -0.42 -0.37 0.98
C -0.033 1.275 1.751 0.06 0.26 0.45 -0.04
C 0.720 0.073 1.135 1.79 0.73 -0.25 -0.49
C 0.256 -0.116 -0.300 0.10 0.40 -0.71 -0.05
O 2.137 0.176 1.362 -1.99 -0.26 -0.90 -0.22
H 0.127 2.197 1.192 0.06 -0.21 -0.25 0.06
H 0.235 1.506 2.782 0.19 -0.33 0.02 0.09
H -1.088 1.002 1.737 -0.12 0.21 -0.07 0.08
H 0.313 -0.769 1.696 0.37 -0.53 0.62 0.11
H -0.824 -0.061 -0.431 -0.27 -0.28 0.61 0.08
H 0.563 -1.049 -0.773 0.31 -0.04 0.13 0.07
H 0.556 0.719 -0.934 0.60 -0.10 0.08 0.04
C 5.697 -2.642 -3.224 0.83 -1.41 -0.13 -0.02
C 5.107 -1.230 -2.989 -1.12 0.23 3.90 -0.43
C 3.512 -1.301 -2.757 1.94 0.29 -1.05 -0.02
O 5.757 -0.464 -2.025 -1.28 -1.41 -2.35 -0.06
H 5.578 -3.235 -2.317 -0.31 0.07 0.16 0.10
H 6.742 -2.780 -3.500 0.23 0.89 0.23 0.09
H 5.203 -3.148 -4.053 -0.57 0.27 0.17 0.09
H 5.391 -0.873 -3.979 0.17 1.05 -0.79 0.19
H 3.325 -1.418 -1.690 0.03 0.19 -0.04 0.05
H 3.129 -2.169 -3.294 -0.04 0.02 -0.02 0.07
H 3.077 -0.383 -3.152 -0.17 -0.24 0.28 0.04
C -1.594 4.370 1.025 -0.30 -0.38 -0.28 -0.14
C -1.465 5.640 0.157 -1.23 0.00 1.73 -0.20
C -1.625 6.944 1.109 0.61 0.46 -1.18 -0.15
C -1.924 8.252 0.444 0.55 0.34 -0.76 -0.23
N -2.053 9.298 -0.040 -0.04 -1.33 0.57 0.13
H -0.883 4.379 1.851 -0.20 0.06 0.21 0.08
H -1.404 3.450 0.473 0.48 0.17 -0.50 0.03
H -2.606 4.129 1.352 -0.11 0.71 0.53 0.08
H -2.264 5.622 -0.585 0.11 0.23 -0.07 0.10
H -0.512 5.487 -0.349 0.12 1.11 0.01 0.09
H -0.696 7.128 1.649 0.22 -0.16 -0.09 0.11
H -2.364 6.946 1.910 -0.31 -1.08 -0.18 0.11
C -0.606 1.350 -3.659 0.80 0.38 1.14 -0.08
C -0.434 2.520 -2.660 -0.84 0.03 -0.46 -0.25
C 0.934 3.189 -2.503 -0.81 0.15 -1.13 -0.17
C 2.073 2.342 -2.348 1.22 -1.47 1.51 -0.19
N 2.951 1.651 -2.048 -0.36 0.79 -0.22 0.16
H -1.588 0.902 -3.512 0.05 0.08 -0.26 0.07
H 0.147 0.614 -3.376 -0.06 -0.39 -0.18 0.05
H -0.425 1.612 -4.701 -0.20 0.18 0.08 0.08
H -0.792 2.261 -1.664 0.00 -0.38 -0.06 0.08
H -1.078 3.348 -2.955 -0.16 0.01 -0.07 0.11
H 0.811 3.831 -1.630 0.59 0.37 -0.25 0.12
H 1.137 3.713 -3.437 -0.08 0.70 0.21 0.14
C -3.595 2.359 7.067 0.17 0.84 -0.33 -0.11
C -3.445 2.965 5.649 0.48 -1.54 0.07 -0.23
C -2.066 2.568 4.953 -0.69 1.01 1.28 -0.18
C -0.947 3.318 5.588 -1.61 -1.07 -1.28 -0.25
N -0.111 3.935 6.049 1.13 0.75 0.63 0.14
H -3.341 1.299 7.091 0.13 0.10 -0.01 0.06
H -4.615 2.462 7.435 -0.08 -0.01 -0.20 0.07
H -2.986 2.946 7.754 0.25 -0.34 0.17 0.07
H -3.596 4.044 5.670 0.16 -0.06 -0.14 0.10
H -4.220 2.499 5.040 -0.04 0.22 -0.23 0.09
H -2.141 2.813 3.893 0.28 0.05 0.00 0.08
H -1.864 1.503 5.069 -0.20 -0.02 -0.02 0.09
C -2.488 -2.953 0.815 0.63 0.36 0.02 -0.10
C -2.883 -3.073 2.287 0.07 -1.50 -0.72 -0.24
C -2.066 -2.090 3.080 -0.44 1.78 -0.05 -0.20
C -2.788 -1.460 4.185 1.82 -1.77 -1.64 -0.21
N -3.395 -0.907 4.956 -1.51 1.46 2.05 0.17
H -3.046 -2.201 0.257 -0.18 0.10 0.20 0.08
H -2.479 -3.859 0.208 -0.12 -0.13 0.34 0.08
H -1.471 -2.573 0.904 0.37 -0.15 -0.82 0.03
H -2.496 -4.023 2.657 -0.69 -0.44 -0.15 0.12
H -3.968 -3.039 2.382 0.19 0.19 0.51 0.12
H -1.879 -1.224 2.444 0.14 0.23 -0.26 0.09
H -1.070 -2.471 3.305 -0.22 -0.12 0.52 0.12
C 1.450 -4.599 -0.586 0.12 -0.62 0.30 -0.10
C 2.384 -3.821 0.316 -0.34 1.00 -1.42 -0.27
C 1.832 -3.542 1.703 0.72 -1.19 1.24 -0.18
C 1.811 -4.712 2.632 0.26 -3.04 1.92 -0.20
N 1.785 -5.644 3.362 0.04 3.28 -2.53 0.14
H 0.395 -4.326 -0.591 0.05 0.46 0.14 0.07
H 1.491 -5.607 -0.173 -0.20 -0.38 -0.59 0.08
H 1.837 -4.554 -1.604 -0.16 -0.40 -0.03 0.05
H 2.609 -2.868 -0.164 -0.47 0.58 0.20 0.07
H 3.359 -4.278 0.151 0.11 -0.46 1.26 0.12
H 0.778 -3.265 1.714 0.06 0.58 -0.55 0.09
H 2.445 -2.792 2.203 -0.26 0.26 0.05 0.11
C -0.882 -2.325 -3.936 -0.03 -0.15 1.21 -0.10
C -0.502 -2.581 -5.381 -1.46 2.16 0.61 -0.27
C -0.060 -3.920 -5.645 0.62 -3.49 -2.25 -0.25
C 1.020 -4.541 -4.912 1.26 0.03 1.19 -0.21
N 1.936 -4.972 -4.354 -0.77 0.35 -0.38 0.15
H -1.523 -1.471 -3.719 0.41 0.37 -0.45 0.06
H -0.027 -2.321 -3.260 0.35 0.46 -0.12 0.06
H -1.461 -3.123 -3.472 -0.21 -0.56 -0.59 0.08
H 0.232 -1.911 -5.830 -0.04 0.50 0.56 0.12
H -1.407 -2.470 -5.979 -0.01 0.25 -0.14 0.12
H 0.299 -3.949 -6.674 0.30 0.12 -0.30 0.13
H -0.849 -4.661 -5.771 -0.39 -0.01 0.73 0.14

=====

# 2
114
Properties=species:S:1:pos:R:3:forces:R:3:lowdin_charge:R:1 method="wB97M-V/def2-TZVPD" fmax_ev_per_a=3.70 energy_ha=-11755.65079 spin_multiplicity=1
C -4.027 2.633 5.559 0.56 -0.15 -0.31 -0.20
C -2.667 2.535 4.814 -0.56 0.26 -0.36 -0.40
P -2.149 0.774 4.604 0.76 -1.20 1.54 0.98
C -3.613 -0.310 4.243 -0.14 1.28 -1.81 -0.38
C -4.398 0.321 3.051 0.10 -0.25 0.30 -0.17
C -1.069 0.524 3.131 -2.04 0.95 0.99 -0.30
C -0.108 -0.425 3.167 1.27 -0.31 -0.59 -0.45
N 0.122 -1.236 4.268 -0.39 -0.57 -0.02 0.02
C 0.765 -0.673 2.007 1.26 -0.83 3.37 -0.33
P 2.079 -2.030 2.134 -0.25 -0.29 -1.76 0.70
N 2.269 -2.819 0.781 0.65 0.03 0.19 -0.33
C 0.615 0.049 0.914 0.99 0.30 -1.66 -0.35
O 1.395 -0.130 -0.196 -0.62 -0.22 -0.35 -0.04
C -0.385 1.031 0.849 -0.65 0.41 0.45 -0.31
N -0.634 1.782 -0.197 -0.12 0.51 -0.86 -0.19
S -1.876 2.712 0.199 0.36 0.01 0.49 0.95
N -2.144 2.215 1.711 -0.46 0.78 -0.44 -0.20
C -1.252 1.287 1.955 1.07 -1.17 -0.18 -0.37
H -4.526 3.575 5.307 0.08 -0.11 0.17 0.08
H -4.709 1.817 5.312 0.07 0.18 -0.01 -0.01
H -3.851 2.585 6.630 -0.03 0.13 -0.12 0.00
H -2.694 3.110 3.885 -0.01 -0.23 0.07 0.05
H -1.920 2.994 5.471 0.10 -0.14 -0.28 0.05
H -4.240 -0.467 5.123 0.21 -0.01 -0.05 0.05
H -3.203 -1.255 3.862 -0.02 -0.01 0.53 0.07
H -5.376 -0.143 2.931 -0.11 0.04 -0.08 0.03
H -4.505 1.404 3.178 -0.23 -0.22 0.01 0.05
H -3.833 0.194 2.120 -0.13 -0.13 0.17 0.06
H -0.611 -1.164 4.969 0.35 0.24 0.08 0.04
H 1.046 -1.108 4.661 -0.15 -0.22 0.08 0.03
H 1.645 -2.918 3.139 -0.04 0.72 0.24 0.00
H 3.287 -1.431 2.573 -0.48 0.13 0.43 -0.01
H 3.226 -2.734 0.443 -0.19 0.01 -0.10 -0.05
H 0.788 -0.460 -0.884 0.45 0.20 0.00 0.12
Cl 5.156 -1.158 -4.248 0.01 -0.02 -0.08 0.57
C 4.367 0.429 -4.032 0.26 0.13 -0.06 -0.70
C 3.028 0.307 -3.350 0.04 0.05 0.11 -0.69
Cl 1.815 -0.497 -4.387 -0.01 -0.04 -0.01 0.54
H 4.275 0.895 -5.013 -0.10 -0.12 -0.02 0.05
H 5.040 1.040 -3.418 -0.31 -0.66 -0.42 -0.04
H 2.639 1.297 -3.120 0.01 0.00 -0.05 0.05
H 3.103 -0.255 -2.422 0.01 -0.03 -0.06 0.04
Cl -5.594 -3.788 5.944 0.00 0.06 -0.01 0.53
C -6.950 -4.293 4.903 -0.14 -0.06 0.05 -0.67
C -6.495 -4.688 3.521 -0.05 -0.09 -0.08 -0.66
Cl -5.907 -3.296 2.578 -0.02 0.04 0.11 0.54
H -7.668 -3.476 4.868 0.10 0.04 -0.03 0.06
H -7.421 -5.146 5.390 0.05 -0.02 -0.03 0.07
H -7.332 -5.113 2.967 -0.03 0.04 0.05 0.07
H -5.699 -5.428 3.559 0.04 0.08 0.04 0.07
Cl -5.732 1.723 8.044 -0.33 -0.15 0.28 0.61
C -7.467 1.868 7.662 -0.11 0.07 0.11 -0.64
C -7.988 0.670 6.907 -0.10 -0.06 0.05 -0.65
Cl -7.326 0.578 5.254 0.02 -0.06 0.01 0.58
H -7.611 2.786 7.097 0.08 -0.05 -0.05 0.07
H -7.993 1.963 8.611 -0.01 -0.07 -0.02 0.07
H -9.071 0.740 6.811 0.03 0.07 0.00 0.07
H -7.747 -0.260 7.419 0.09 0.05 -0.05 0.07
Cl -0.636 -2.747 1.352 -1.54 -0.86 -0.47 0.75
C -1.218 -4.032 0.254 0.35 -0.38 0.04 -0.59
C -2.195 -3.529 -0.773 0.01 -0.01 -0.09 -0.65
Cl -3.772 -3.144 -0.032 0.05 0.15 -0.07 0.52
H -1.660 -4.833 0.844 0.00 0.11 0.09 0.07
H -0.321 -4.419 -0.231 -0.01 0.08 -0.06 0.08
H -2.395 -4.303 -1.512 0.10 -0.05 0.05 0.07
H -1.814 -2.652 -1.293 -0.10 0.07 0.10 0.07
Cl 9.929 -3.570 -6.293 -0.01 -0.02 0.01 0.53
C 8.466 -3.646 -7.310 -0.07 0.00 -0.10 -0.68
C 7.236 -3.160 -6.582 -0.04 0.08 -0.10 -0.71
Cl 6.747 -4.265 -5.274 0.01 -0.04 0.06 0.54
H 8.347 -4.672 -7.652 0.01 -0.01 0.11 0.07
H 8.653 -3.017 -8.179 -0.04 0.03 0.04 0.03
H 6.397 -3.099 -7.275 0.04 -0.02 -0.03 0.07
H 7.390 -2.176 -6.148 0.05 -0.06 0.04 0.02
Cl 4.000 -0.286 6.041 -0.04 -0.01 -0.08 0.54
C 3.669 1.467 6.027 0.12 0.15 0.06 -0.66
C 2.322 1.793 6.620 -0.01 0.13 0.01 -0.63
Cl 0.992 1.210 5.589 0.30 0.49 0.42 0.66
H 3.745 1.815 4.999 -0.07 -0.08 0.00 0.06
H 4.457 1.945 6.609 -0.03 -0.05 0.04 0.07
H 2.210 2.873 6.711 0.05 -0.01 -0.06 0.07
H 2.201 1.353 7.608 0.01 -0.07 -0.06 0.07
Cl 8.452 -0.264 -8.103 0.04 0.05 -0.06 0.60
C 7.649 1.298 -7.808 -0.01 0.15 -0.01 -0.64
C 6.329 1.130 -7.097 0.05 0.13 0.19 -0.67
Cl 5.095 0.350 -8.119 0.02 -0.08 0.01 0.57
H 7.531 1.801 -8.766 -0.05 -0.09 -0.01 0.07
H 8.324 1.891 -7.192 -0.03 -0.06 0.06 0.08
H 5.935 2.108 -6.819 0.03 0.02 -0.08 0.08
H 6.437 0.533 -6.193 0.00 -0.08 -0.09 0.03
Cl 0.559 1.341 -10.177 -0.03 0.00 0.00 0.53
C 1.528 0.030 -9.457 0.10 -0.02 0.11 -0.67
C 1.634 -1.167 -10.368 0.12 -0.04 -0.01 -0.67
Cl 0.077 -2.015 -10.553 -0.01 0.01 -0.03 0.53
H 1.080 -0.235 -8.502 -0.05 0.00 -0.06 0.07
H 2.520 0.436 -9.269 -0.01 0.00 -0.06 0.02
H 2.338 -1.885 -9.949 -0.03 0.03 0.06 0.07
H 1.982 -0.883 -11.359 -0.09 0.03 0.01 0.07
Cl -3.733 3.779 -1.619 -0.72 0.20 -0.60 0.51
C -5.148 3.885 -2.702 0.02 0.13 -0.20 -0.64
C -6.341 4.504 -2.018 -0.07 0.08 -0.06 -0.67
Cl -7.009 3.449 -0.747 0.03 0.01 0.03 0.54
H -5.369 2.883 -3.062 0.02 -0.01 0.11 0.07
H -4.853 4.498 -3.553 -0.03 0.04 0.05 0.07
H -7.136 4.669 -2.744 0.03 -0.06 -0.02 0.07
H -6.088 5.459 -1.563 0.04 -0.06 0.05 0.07
Cl 4.839 2.675 -1.999 0.04 0.64 0.50 0.65
C 4.274 2.891 -0.322 -0.11 0.25 0.23 -0.61
C 4.880 1.872 0.608 0.11 -0.07 0.07 -0.63
Cl 4.273 0.237 0.257 0.23 0.01 0.08 0.63
H 3.188 2.829 -0.326 0.03 -0.11 -0.06 0.07
H 4.558 3.896 -0.011 0.07 -0.03 -0.03 0.07
H 4.609 2.108 1.636 -0.08 0.01 -0.04 0.07
H 5.966 1.852 0.538 -0.03 0.02 -0.08 0.07

=====

no.,lowest unoccupied orbital energy (eV)
1,-8.8
2,-0.2